Record 1
This record from OMol25 describes a 6-piece molecular cluster, C36H90N6O12 overall in a non-equilibrium geometry. The level of theory is ωB97M-V with the def2-TZVPD basis set.

- electronic energy (eV) = -72291.0936
- highest occupied orbital energy (eV) = -8.27
- HOMO-LUMO gap (eV) = 8.961
- relative energy (zero: lowest compared OMol25 entry of this formula, charge and spin) (eV) = 13.656
- SMILES = COCCNCCOC.COCCNCCOC.COCCNCCOC.COCCNCCOC.COCCNCCOC.COCCNCCOC

```
! wB97M-V def2-TZVPD RIJCOSX def2/J DEFGRID3
* xyz 0 1
H 1.359 -10.545 -7.200
H 1.348 -8.940 -8.106
H -3.095 10.224 0.786
C -2.312 -5.835 -3.755
H 3.242 4.763 5.195
H 0.056 4.888 -0.367
H -6.810 -2.179 2.136
N 1.067 8.015 0.970
C -0.903 8.857 -0.121
H 2.648 5.981 2.093
C 2.477 2.229 6.228
H -2.674 4.119 -0.571
H 2.611 1.433 6.968
H 2.128 3.527 7.515
H -2.064 -3.681 -5.015
H -4.472 0.636 4.852
H 2.835 0.979 4.432
O -1.334 9.186 1.182
H 2.125 -1.159 -0.647
C 2.700 4.722 6.134
H -0.419 -1.237 -1.597
C 3.426 -6.637 -2.015
H -1.251 1.527 -2.571
H 3.042 -3.473 0.415
C -3.343 1.643 3.319
O 4.154 -8.252 -5.792
C 1.198 4.989 5.846
H 2.899 8.977 1.195
H 3.040 3.502 1.988
C -2.727 9.335 1.301
C -7.205 -1.153 2.220
H -2.992 -7.778 -3.174
C 4.955 -7.588 -3.683
H -3.358 1.932 2.260
H 3.087 -8.453 -7.469
C -2.851 1.957 -0.629
C -7.766 -1.016 -0.077
H 2.960 -3.319 -1.367
H 0.360 4.459 1.368
H 6.062 6.465 3.171
H -1.600 -3.235 -3.371
C 2.948 7.018 2.273
C 5.067 6.818 3.426
H -7.396 -1.910 -0.600
H 0.175 -0.394 -3.031
O 4.365 7.046 2.230
N 2.917 3.474 6.866
H -1.001 5.271 0.927
N -5.159 0.055 2.972
H 2.617 7.357 3.263
C 5.255 -7.571 -5.169
O -6.944 -0.580 0.947
H 0.320 6.503 7.676
C -6.494 -0.360 3.297
H 5.304 -6.536 -5.512
H -1.377 -7.502 -5.646
H -0.390 -3.283 -4.630
C 2.208 -5.689 -1.863
C -2.079 -9.345 -5.329
O 2.774 2.908 3.923
H 5.787 -7.136 -3.134
H -7.851 -0.310 -0.909
H -6.397 -1.018 4.169
H -1.501 -10.707 -6.746
H -1.200 -7.566 -3.358
H 0.848 8.183 -1.058
H 2.966 5.603 6.728
C -2.008 3.245 -0.618
H 1.076 9.765 -0.067
O 2.117 -4.997 -0.644
H 2.699 0.447 -0.730
H 3.949 -6.968 -7.441
H -1.238 9.544 -0.907
C -1.768 3.334 3.850
C -4.637 1.070 3.861
H -2.547 0.883 3.292
C 3.586 2.974 2.771
H 2.219 -4.998 -2.719
H 0.897 5.966 5.459
H -1.116 1.034 -0.229
N 3.778 -6.778 -3.421
H 3.658 1.976 2.315
H 4.125 -4.435 -0.451
H -3.055 -9.828 -5.234
C 0.390 5.472 8.019
N -2.158 -7.900 -5.140
C -2.195 -7.382 -3.798
H 4.279 -6.405 -1.380
O -1.114 -5.165 -4.020
H 4.203 1.879 5.097
O -2.996 2.723 4.147
H 4.884 -8.639 -3.366
H 5.144 7.682 4.097
H 1.380 2.151 6.120
H -8.807 -1.206 0.208
H -3.453 2.014 -1.540
O -0.079 -9.183 -6.667
C -1.406 -9.617 -6.684
C -0.165 -0.250 -1.998
C 0.605 8.776 -0.173
H 4.499 6.086 4.017
H 0.491 8.119 1.788
H -2.618 -5.656 -2.717
H -1.311 7.880 -0.405
H 3.080 -7.620 -1.660
H 1.263 -6.200 -2.057
H -3.257 8.448 0.937
H -1.700 3.626 2.800
C 0.771 -9.742 -7.649
H 2.360 -0.410 -2.263
H -1.667 4.272 4.405
H -2.239 0.034 -2.675
H -5.052 0.243 1.985
C -1.279 -3.788 -4.260
C 2.488 7.952 1.184
O 0.771 0.399 -1.176
H -0.960 2.711 4.253
O 0.397 4.536 6.936
C 4.046 -8.031 -7.165
H -0.554 5.193 8.504
C -0.358 4.455 0.548
H 4.915 -8.392 -7.728
H 4.540 3.411 3.074
H 3.035 7.607 0.293
H 3.042 -7.307 -3.884
H 6.116 -8.202 -5.407
H -3.541 1.945 0.211
H -5.398 1.843 4.040
O -1.069 3.267 0.430
C -1.458 0.550 -2.116
C 2.021 -0.244 -1.238
H 0.174 -10.193 -8.451
H -3.109 -5.546 -4.448
H -2.026 -9.096 -7.417
C 3.122 -4.006 -0.534
H -7.212 0.431 3.573
H -8.285 -1.264 2.364
H 0.984 4.379 4.959
H -1.451 3.337 -1.558
H -1.485 -9.819 -4.530
H -3.008 9.399 2.352
H 1.145 5.281 8.787
N -1.956 0.791 -0.747
C 3.127 1.938 4.877
*
```

Löwdin population analysis, charges in e, atoms 1 to 8: 0.097 0.069 0.088 -0.240 0.080 0.090 0.126 -0.081



Record 2
This record from OMol25 describes C5H12O as an isolated structure in a non-equilibrium geometry. The level of theory is ωB97M-V with the def2-TZVPD basis set.

- electronic energy (eV) = -7423.1632
- highest occupied orbital energy (eV) = -7.38
- HOMO-LUMO gap (eV) = 8.370
- relative energy (zero: lowest compared OMol25 entry of this formula, charge and spin) (eV) = 4.148

```
! wB97M-V def2-TZVPD RIJCOSX def2/J DEFGRID3
* xyz 0 1
H -0.213 1.175 -1.819
H -0.727 -1.159 -1.000
H -2.188 1.210 1.468
C 1.687 -1.177 -0.228
C 0.146 1.505 -0.843
H -2.730 -0.328 0.725
C -2.191 0.604 0.562
O 2.255 -1.231 1.055
C -0.155 0.500 0.230
H -0.493 -1.529 0.792
H 0.259 0.744 1.206
H -2.612 1.148 -0.282
H -0.330 2.460 -0.602
H 2.225 -0.444 -0.826
H 1.702 -2.136 -0.752
C -0.292 -0.872 -0.048
H 2.436 -2.158 1.263
H 1.222 1.689 -0.904
*
```

natural (NBO) population analysis, charges in e, atoms 1 to 8: 0.209 0.204 0.195 -0.104 -0.644 0.193 -0.672 -0.733



> What is the highest occupied orbital energy in the second record?

-7.38 eV



> Which formula does entry 1 have?

C36H90N6O12



> Look up the highest occupied orbital energy of the second one.

-7.38 eV